1.
Molecular formula: C42H46BN15O2Zr
Method: DFT, the ωB97M-V functional and the def2-TZVPD basis

net charge: +1
multiplicity: 2
E: -2671.67181 Ha
HOMO energy (spin up / spin down): -10.72 / -10.71 eV
relative energy (zero: lowest compared OMol25 entry of this formula, charge and spin): 2.6 kcal per mole

Last column: Mulliken charge in e.
CARTESIAN COORDINATES (ANGSTROEM)
Zr: -0.302 -0.316 -0.225  -1.19
C: 1.917 -4.865 -0.281  -2.11
C: 0.836 -4.003 -0.474  -0.22
N: 1.192 -2.741 -0.271  1.18
N: 2.514 -2.762 0.006  -0.56
C: 2.966 -4.030 0.029  -0.05
B: 3.204 -1.392 -0.026  -0.02
N: 2.725 -0.590 1.205  0.25
C: 3.429 -0.327 2.311  -0.16
C: 2.769 0.648 3.033  -2.17
C: 1.641 0.921 2.268  -0.46
N: 1.596 0.154 1.178  1.79
N: 2.782 -0.661 -1.331  0.38
C: 3.591 -0.370 -2.364  -0.14
C: 2.818 0.007 -3.439  -1.89
C: 1.509 -0.080 -2.969  -0.75
N: 1.499 -0.475 -1.701  0.88
N: 4.720 -1.481 -0.037  0.38
C: 5.503 -2.328 -0.755  -0.46
C: 6.771 -1.808 -0.802  -0.93
C: 6.669 -0.597 -0.096  -0.32
N: 5.443 -0.396 0.339  -0.99
H: 1.934 -5.935 -0.361  0.48
H: -0.168 -4.236 -0.778  0.44
H: 3.986 -4.254 0.268  0.83
H: 4.375 -0.804 2.483  0.64
H: 3.073 1.106 3.955  0.59
H: 0.880 1.655 2.450  0.36
H: 4.657 -0.458 -2.272  0.45
H: 3.153 0.293 -4.417  0.49
H: 0.574 0.131 -3.461  0.67
H: 5.102 -3.209 -1.220  0.66
H: 7.634 -2.235 -1.273  0.46
H: 7.436 0.129 0.111  0.46
C: -2.911 5.952 -0.980  -1.55
C: -2.506 4.689 -0.281  0.34
C: -1.433 4.676 0.609  -1.13
C: -1.028 3.498 1.209  0.24
C: -1.700 2.305 0.957  -1.63
N: -1.243 1.073 1.513  2.57
C: -1.401 0.916 2.829  0.35
C: -1.964 1.946 3.655  -0.82
C: -1.891 1.915 5.015  -1.08
C: -1.291 0.832 5.674  0.38
C: -1.201 0.796 7.164  -1.69
C: -0.865 -0.245 4.909  -1.05
C: -0.948 -0.261 3.525  0.73
N: -0.654 -1.464 2.851  0.32
C: -0.444 -2.673 3.456  -0.20
C: -0.783 -3.662 2.582  -1.47
C: -1.201 -2.980 1.428  -0.68
N: -1.105 -1.676 1.577  0.26
C: -2.784 2.311 0.083  0.39
C: -3.166 3.495 -0.539  -0.56
N: -3.507 1.128 -0.161  0.06
C: -4.824 1.015 -0.446  -0.02
C: -5.104 -0.320 -0.573  -1.76
C: -3.877 -0.960 -0.345  -0.23
N: -2.921 -0.086 -0.089  0.87
H: -2.739 6.823 -0.350  0.41
H: -3.962 5.932 -1.259  0.39
H: -2.331 6.089 -1.894  0.24
H: -0.908 5.593 0.833  0.53
H: -0.175 3.496 1.874  0.44
H: -2.434 2.787 3.171  0.66
H: -2.299 2.732 5.594  0.46
H: -1.046 1.793 7.570  0.43
H: -0.395 0.149 7.503  0.40
H: -2.135 0.415 7.586  0.33
H: -0.494 -1.108 5.436  0.35
H: -0.088 -2.745 4.465  0.54
H: -0.721 -4.722 2.736  0.51
H: -1.529 -3.361 0.479  0.80
H: -3.982 3.480 -1.247  0.57
H: -5.457 1.880 -0.502  0.53
H: -6.052 -0.769 -0.795  0.45
H: -3.638 -2.007 -0.391  0.47
C: 1.890 4.848 -1.364  -1.59
C: 1.623 3.397 -1.124  -0.14
N: 2.386 2.604 -0.483  0.51
O: 3.497 3.221 0.062  -0.58
C: 0.421 2.747 -1.699  0.54
C: -0.248 3.313 -2.913  -2.05
N: 0.032 1.668 -1.146  1.89
O: -0.948 0.922 -1.707  -0.75
H: 2.943 5.069 -1.210  0.46
H: 1.309 5.462 -0.673  0.17
H: 1.610 5.136 -2.373  0.42
H: 4.023 2.475 0.379  0.34
H: -0.507 4.359 -2.757  0.49
H: -1.147 2.748 -3.150  0.35
H: 0.434 3.272 -3.766  0.35
C: -3.761 -3.385 -3.462  -1.64
C: -2.235 -3.515 -3.426  1.34
C: -1.650 -3.132 -4.790  -1.72
C: -1.846 -4.961 -3.090  -1.84
C: -1.688 -2.609 -2.407  -0.01
C: -1.224 -1.858 -1.577  1.07
H: -4.173 -4.034 -4.234  0.44
H: -4.057 -2.358 -3.677  0.32
H: -4.199 -3.674 -2.506  0.31
H: -2.022 -3.812 -5.556  0.45
H: -0.562 -3.187 -4.773  0.32
H: -1.938 -2.117 -5.061  0.33
H: -2.253 -5.642 -3.837  0.47
H: -2.238 -5.253 -2.115  0.30
H: -0.762 -5.077 -3.076  0.32

=====

2.
Molecular formula: C42H46BrInN2O5S2
Method: DFT, the ωB97M-V functional and the def2-TZVPD basis

net charge: +2
E: -5673.73841 Ha
HOMO energy (spin up / spin down): -12.50 / -12.50 eV
relative energy (zero: lowest compared OMol25 entry of this formula, charge and spin): 35.8 kcal per mole

Last column: Mulliken charge in e.
CARTESIAN COORDINATES (ANGSTROEM)
In: -0.317 -0.718 0.235  2.11
C: -2.409 -3.432 -0.234  -1.11
O: -2.438 -2.074 0.228  0.19
C: -3.645 -1.411 0.105  0.42
C: -4.813 -2.003 -0.336  -0.55
C: -5.946 -1.215 -0.512  -0.61
Br: -7.528 -2.033 -1.122  -0.15
C: -5.923 0.142 -0.269  -0.58
C: -4.756 0.730 0.214  0.69
C: -3.632 -0.053 0.411  0.10
O: -2.420 0.485 0.821  -0.21
C: -4.686 2.190 0.375  -0.18
N: -5.238 3.023 -0.446  -0.69
C: -4.830 4.286 -0.029  0.74
C: -5.107 5.534 -0.585  -0.87
C: -4.520 6.637 -0.002  -0.54
C: -3.690 6.516 1.124  -0.52
C: -3.417 5.288 1.695  -1.07
C: -4.001 4.182 1.090  0.48
N: -3.887 2.813 1.328  -0.06
H: -2.714 -3.493 -1.279  0.49
H: -3.051 -4.060 0.382  0.43
H: -1.379 -3.772 -0.135  0.15
H: -4.862 -3.056 -0.566  0.60
H: -6.789 0.763 -0.450  0.62
H: -2.456 1.457 0.767  0.21
H: -5.767 5.615 -1.438  0.47
H: -4.698 7.621 -0.415  0.42
H: -3.257 7.407 1.558  0.41
H: -2.783 5.203 2.568  0.42
H: -3.645 2.416 2.222  0.32
O: -0.582 -1.283 2.550  -0.09
S: -0.167 -2.134 3.741  0.05
C: 1.015 -1.153 4.768  -0.96
C: 1.264 0.236 4.206  -1.31
C: 2.198 0.238 3.001  0.55
C: 2.367 1.653 2.458  -0.85
S: 2.541 1.727 0.657  -0.06
O: 1.414 0.816 0.144  -0.41
C: 4.055 0.832 0.423  0.80
C: 4.082 -0.557 0.398  -0.02
C: 5.300 -1.199 0.252  -0.86
C: 6.469 -0.455 0.129  -0.62
C: 6.423 0.932 0.123  -0.65
C: 5.208 1.586 0.263  -0.79
C: 0.975 -3.363 3.108  0.70
C: 1.156 -3.535 1.748  0.61
C: 1.982 -4.550 1.286  -0.77
C: 2.614 -5.392 2.189  -0.70
C: 2.419 -5.221 3.555  -0.68
C: 1.588 -4.215 4.020  -0.77
H: 1.924 -1.746 4.852  0.54
H: 0.537 -1.084 5.745  0.45
H: 1.650 0.868 5.009  0.59
H: 0.306 0.658 3.890  0.26
H: 1.740 -0.387 2.235  -0.56
H: 3.166 -0.202 3.246  0.50
H: 3.226 2.180 2.876  0.57
H: 1.470 2.253 2.636  0.56
H: 3.165 -1.129 0.489  0.33
H: 5.339 -2.280 0.240  0.53
H: 7.420 -0.963 0.034  0.44
H: 7.333 1.504 0.008  0.47
H: 5.159 2.669 0.253  0.50
H: 0.643 -2.889 1.046  -0.26
H: 2.118 -4.691 0.221  0.40
H: 3.247 -6.192 1.831  0.46
H: 2.909 -5.878 4.260  0.43
H: 1.416 -4.105 5.085  0.53
C: 1.150 -3.012 -1.965  -0.51
C: 1.714 -2.288 -3.193  0.08
C: 0.863 -2.610 -4.433  -1.60
C: 1.826 -0.786 -3.081  0.46
C: 2.997 -0.151 -3.410  -0.73
C: 3.062 1.243 -3.475  -0.97
C: 1.922 2.032 -3.303  -0.80
C: 0.720 1.469 -2.955  0.26
C: -0.522 2.319 -2.841  0.24
C: -1.645 1.800 -3.748  -1.69
C: -1.021 2.437 -1.398  -0.98
C: 0.685 0.036 -2.707  0.96
O: -0.324 -0.506 -2.141  -1.12
H: 1.360 -4.078 -2.055  0.66
H: 0.071 -2.883 -1.896  -0.04
H: 1.618 -2.645 -1.039  -0.31
H: 2.723 -2.666 -3.370  0.72
H: -0.155 -2.240 -4.303  0.29
H: 0.823 -3.691 -4.578  0.46
H: 1.286 -2.161 -5.330  0.39
H: 3.877 -0.735 -3.651  0.53
H: 4.005 1.721 -3.707  0.48
H: 1.986 3.101 -3.464  0.52
H: -0.247 3.318 -3.185  0.84
H: -1.999 0.826 -3.410  0.19
H: -1.310 1.715 -4.782  0.45
H: -2.482 2.499 -3.723  0.47
H: -1.538 1.519 -1.121  -0.23
H: -1.729 3.265 -1.318  0.71
H: -0.199 2.618 -0.700  0.20

=====

3.
Molecular formula: C42H46HfN4O2S2Te
Method: DFT, the ωB97M-V functional and the def2-TZVPD basis

net charge: +1
multiplicity: 2
E: -3109.92125 Ha
HOMO energy (spin up / spin down): -9.29 / -9.29 eV
relative energy (zero: lowest compared OMol25 entry of this formula, charge and spin): 4.6 kcal per mole

Last column: Mulliken charge in e.
CARTESIAN COORDINATES (ANGSTROEM)
Hf: 0.331 2.264 0.781  0.93
C: -3.054 2.321 -0.535  -1.38
C: -3.057 2.351 0.962  0.78
C: -4.236 2.669 1.636  -0.98
C: -4.267 2.648 3.012  -0.89
C: -3.139 2.220 3.701  -1.23
C: -2.013 1.879 2.979  0.62
N: -1.949 2.014 1.636  1.11
C: -0.823 1.280 3.631  0.87
C: -0.843 0.801 4.930  -1.20
C: 0.308 0.231 5.448  -1.04
C: 1.429 0.110 4.650  -1.27
C: 1.369 0.581 3.344  0.31
N: 0.280 1.184 2.880  0.88
C: 2.526 0.508 2.420  1.04
C: 3.550 -0.372 2.699  -1.18
C: 4.701 -0.326 1.932  -0.92
C: 4.775 0.615 0.938  -0.95
C: 3.693 1.455 0.658  0.79
C: 3.899 2.463 -0.426  -1.45
N: 2.544 1.369 1.366  0.61
H: -3.736 1.532 -0.866  0.49
H: -2.071 2.108 -0.953  0.02
H: -3.413 3.268 -0.934  0.40
H: -5.111 2.934 1.059  0.57
H: -5.163 2.927 3.549  0.47
H: -3.145 2.164 4.778  0.46
H: -1.739 0.855 5.528  0.47
H: 0.327 -0.124 6.470  0.46
H: 2.336 -0.318 5.045  0.53
H: 3.453 -1.088 3.500  0.46
H: 5.530 -0.990 2.136  0.62
H: 5.673 0.727 0.347  0.49
H: 4.968 2.629 -0.545  0.65
H: 3.405 3.403 -0.212  0.28
H: 3.511 2.093 -1.376  0.03
C: -0.586 5.661 4.363  -1.64
C: -0.339 5.041 3.015  0.69
S: 1.003 4.027 2.844  -0.44
C: -1.160 5.406 1.930  1.02
C: -2.136 6.539 2.096  -1.62
S: -1.059 4.662 0.433  -0.27
H: -0.079 5.096 5.142  0.42
H: -1.652 5.706 4.588  0.36
H: -0.205 6.686 4.393  0.37
H: -1.692 7.381 2.628  0.39
H: -3.008 6.210 2.669  0.32
H: -2.486 6.883 1.126  0.44
C: 1.171 3.122 -2.950  -1.40
C: 0.889 2.697 -1.541  0.34
O: 1.329 3.520 -0.583  -0.66
N: 0.242 1.622 -1.188  -0.09
Te: -0.567 -1.262 -2.561  0.84
C: -1.616 -2.950 -3.250  -0.44
C: -0.982 -3.916 -4.040  0.93
C: 0.490 -3.882 -4.343  -1.41
C: -1.747 -4.951 -4.571  -1.03
C: -3.115 -5.041 -4.360  0.62
C: -3.924 -6.152 -4.968  -1.54
C: -3.722 -4.063 -3.583  -0.98
C: -3.001 -3.016 -3.022  1.38
C: -3.752 -1.987 -2.216  -1.60
C: 1.068 -2.199 -1.569  0.52
C: 0.905 -3.260 -0.669  1.21
C: -0.401 -3.958 -0.367  -1.64
C: 2.026 -3.757 -0.001  -1.07
C: 3.291 -3.227 -0.177  0.63
C: 4.489 -3.807 0.522  -1.55
C: 3.428 -2.172 -1.071  -0.80
C: 2.349 -1.660 -1.783  0.85
C: 2.627 -0.542 -2.751  -1.89
H: 1.926 3.904 -2.978  0.37
H: 0.249 3.510 -3.388  0.39
H: 1.478 2.263 -3.546  0.26
H: 0.802 -2.891 -4.679  0.23
H: 0.733 -4.602 -5.122  0.45
H: 1.088 -4.123 -3.461  0.21
H: -1.256 -5.702 -5.180  0.32
H: -3.299 -6.820 -5.558  0.35
H: -4.704 -5.753 -5.619  0.35
H: -4.419 -6.744 -4.195  0.34
H: -4.791 -4.114 -3.406  0.41
H: -4.687 -2.408 -1.846  0.44
H: -4.006 -1.117 -2.828  0.36
H: -3.172 -1.638 -1.362  0.08
H: -1.198 -3.709 -1.059  -0.19
H: -0.743 -3.712 0.640  0.35
H: -0.251 -5.038 -0.402  0.55
H: 1.891 -4.597 0.673  0.42
H: 4.194 -4.452 1.349  0.37
H: 5.142 -3.024 0.909  0.24
H: 5.085 -4.408 -0.168  0.37
H: 4.412 -1.744 -1.241  0.35
H: 3.670 -0.567 -3.067  0.53
H: 2.423 0.423 -2.284  -0.01
H: 1.996 -0.601 -3.637  0.39
O: -0.405 -0.170 0.733  0.69
C: -1.083 -1.009 0.371  -0.71

=====

4.
Molecular formula: C42H47BaBrCl2N4O2SeSi2
Method: DFT, the ωB97M-V functional and the def2-TZVPD basis

net charge: -2
E: -8498.69297 Ha
HOMO energy: -1.10 eV
relative energy (zero: lowest compared OMol25 entry of this formula, charge and spin): 0.0 kcal per mole

Last column: Mulliken charge in e.
CARTESIAN COORDINATES (ANGSTROEM)
Ba: 0.634 0.598 0.179  1.11
N: -0.681 -0.085 2.765  1.20
C: -0.210 0.300 4.027  0.01
C: 0.022 -0.700 4.974  -0.81
C: 0.520 -0.404 6.232  -0.49
C: 0.789 0.915 6.569  -0.72
C: 0.557 1.910 5.629  -0.65
C: 0.061 1.645 4.351  0.43
C: -0.111 2.782 3.392  0.12
C: -0.633 3.983 3.888  -0.45
C: -0.697 5.114 3.085  -0.86
C: -0.216 5.046 1.783  -0.69
C: 0.270 3.833 1.301  -0.18
C: 0.315 2.648 2.055  0.50
H: -1.377 0.551 2.385  -0.82
H: -1.042 -1.037 2.753  -0.24
H: -0.210 -1.726 4.704  0.51
H: 0.688 -1.203 6.945  0.38
H: 1.185 1.168 7.546  0.35
H: 0.796 2.938 5.873  0.44
H: -1.013 4.030 4.906  0.46
H: -1.119 6.036 3.471  0.31
H: -0.237 5.927 1.147  0.31
H: 0.629 3.819 0.266  0.25
C: 4.405 -1.564 0.800  -0.88
C: 3.250 -2.401 0.374  0.09
N: 2.106 -1.970 -0.109  0.31
C: 1.344 -3.089 -0.369  -0.62
C: 2.035 -4.209 -0.042  -0.48
N: 3.253 -3.758 0.425  -0.02
H: 4.104 -0.517 0.795  -0.04
H: 5.249 -1.679 0.115  0.30
H: 4.739 -1.837 1.804  0.36
H: 0.327 -3.013 -0.709  0.34
H: 1.758 -5.248 -0.037  0.46
H: 3.989 -4.323 0.805  0.19
Cl: 0.494 5.412 -3.793  -0.25
C: 0.157 3.839 -3.022  1.43
Cl: -0.584 2.708 -4.172  -0.18
H: -0.547 4.004 -2.213  -0.39
H: 1.092 3.420 -2.671  -0.48
N: 0.133 -0.529 -2.581  0.17
C: 0.075 -0.996 -3.626  -0.72
C: -0.025 -1.568 -4.939  0.61
C: 0.078 -0.750 -6.060  -0.34
C: -0.023 -1.310 -7.323  -0.59
C: -0.229 -2.675 -7.466  -0.34
C: -0.334 -3.486 -6.344  -0.59
C: -0.233 -2.938 -5.077  -0.31
H: 0.237 0.313 -5.927  0.43
H: 0.055 -0.678 -8.198  0.37
H: -0.310 -3.108 -8.455  0.37
H: -0.501 -4.550 -6.456  0.39
H: -0.323 -3.553 -4.190  0.57
Br: 9.335 3.168 -1.936  -0.25
C: 7.491 2.794 -1.615  0.20
C: 7.075 2.520 -0.323  -0.65
C: 5.733 2.239 -0.100  -0.10
C: 4.824 2.249 -1.150  0.07
C: 5.266 2.540 -2.433  -0.19
C: 6.606 2.806 -2.679  -0.51
C: 3.356 1.943 -0.895  0.32
O: 2.532 2.303 -1.759  -0.84
O: 3.088 1.350 0.182  -0.92
H: 7.786 2.525 0.492  0.41
H: 5.370 2.009 0.893  0.43
H: 4.538 2.561 -3.234  0.45
H: 6.958 3.024 -3.678  0.41
C: -1.865 -4.631 -1.410  -0.90
Si: -2.631 -4.798 0.324  0.30
C: -4.429 -4.253 0.093  -0.99
C: -2.699 -6.672 0.619  -1.13
Se: -1.583 -3.714 1.922  -0.57
H: -2.439 -5.202 -2.149  0.50
H: -0.835 -5.001 -1.420  0.29
H: -1.857 -3.582 -1.721  0.00
H: -4.980 -4.927 -0.574  0.37
H: -4.469 -3.244 -0.327  0.19
H: -4.936 -4.224 1.060  0.26
H: -3.284 -7.185 -0.153  0.33
H: -3.149 -6.880 1.593  0.26
H: -1.689 -7.092 0.627  0.24
C: -3.818 0.422 -1.621  -1.10
Si: -2.592 1.433 -0.528  0.40
C: -3.059 3.225 -1.088  -1.44
C: -3.409 1.334 1.205  0.04
C: -3.919 0.123 1.702  -0.16
C: -4.333 -0.016 3.021  -0.60
C: -4.249 1.061 3.896  -0.46
C: -3.744 2.271 3.434  -0.58
C: -3.333 2.402 2.112  0.26
H: -4.844 0.809 -1.566  0.34
H: -3.838 -0.636 -1.338  0.04
H: -3.492 0.466 -2.666  0.28
H: -4.127 3.437 -0.947  0.40
H: -2.834 3.344 -2.155  0.32
H: -2.490 3.984 -0.541  0.20
H: -3.952 -0.750 1.058  0.26
H: -4.689 -0.978 3.371  0.37
H: -4.546 0.951 4.933  0.33
H: -3.639 3.112 4.112  0.34
H: -2.897 3.345 1.795  0.20

=====

In the order shown, the computed molecular weight values come out to 895.0, 917.7, 1009.1, 1063.1 g/mol.